Entry 1:
This record from the Open Molecules 2025 dataset describes a structure of composition C42H53BaN12O3S3. The level of theory is ωB97M-V/def2-TZVPD.

Output
- E (a.u.) = -3735.2960
- frontier orbital gap (eV) = 6.9
- energy above the lowest of the compared OMol25 structures with the same formula, charge and spin (kcal/mol) = 14.2
- HOMO level (eV) = -4.75

```
! RIJCOSX wB97M-V def2-TZVPD def2/J DEFGRID3
* xyz -1 1
Ba -0.81 0.39 0.27
C -3.64 2.61 -4.23
S -4.05 0.90 -4.61
C -3.23 0.04 -3.27
S -3.18 0.79 -1.71
N -2.83 -1.12 -3.66
N -2.20 -1.99 -2.82
C -1.03 -1.64 -2.44
C -0.17 -2.57 -1.69
C -0.12 -3.93 -1.99
C 0.78 -4.72 -1.31
C 1.61 -4.13 -0.36
C 1.49 -2.78 -0.11
N 0.60 -2.01 -0.75
H -4.02 3.20 -5.07
H -2.56 2.73 -4.16
H -4.12 2.94 -3.31
H -0.60 -0.68 -2.73
H -0.78 -4.32 -2.75
H 0.86 -5.78 -1.52
H 2.35 -4.71 0.17
H 2.10 -2.26 0.61
C -6.84 -0.24 1.50
C -5.68 -0.19 0.50
C -5.14 -1.55 0.16
C -5.90 -2.36 -0.68
C -5.48 -3.63 -1.04
C -4.28 -4.11 -0.55
C -3.49 -3.33 0.28
C -2.23 -3.91 0.86
C -2.46 -4.50 2.25
C -3.92 -2.04 0.63
N -3.05 -1.22 1.39
C -3.45 -0.86 2.56
C -2.77 0.08 3.40
C -3.19 0.49 4.68
C -2.28 1.48 5.07
C -1.37 1.60 4.01
N -1.66 0.76 3.00
H -7.24 0.76 1.69
H -6.52 -0.66 2.46
H -7.65 -0.87 1.13
H -4.89 0.45 0.89
H -6.02 0.29 -0.42
H -6.83 -1.97 -1.08
H -6.08 -4.23 -1.72
H -3.93 -5.10 -0.82
H -1.45 -3.14 0.92
H -1.85 -4.68 0.19
H -2.77 -3.73 2.95
H -1.55 -4.97 2.64
H -3.24 -5.26 2.22
H -4.39 -1.26 2.96
H -4.05 0.13 5.22
H -2.28 2.05 5.98
H -0.52 2.27 3.94
C 3.09 -0.68 -2.83
N 4.39 -0.79 -2.20
C 5.54 -0.43 -3.00
C 6.64 -0.39 -1.95
N 5.92 0.07 -0.77
C 6.61 -0.21 0.47
C 4.57 -0.28 -0.91
N 3.60 -0.17 -0.10
C 3.75 0.54 1.15
C 2.38 0.93 1.69
N 1.62 -0.21 2.18
C 1.44 -0.38 3.44
N 0.75 -1.47 3.95
C -0.06 -2.29 3.08
C 0.22 -1.13 5.25
C 1.25 -0.13 5.75
N 1.80 0.43 4.52
C 3.10 1.07 4.61
H 2.97 -1.48 -3.56
H 2.98 0.29 -3.34
H 2.33 -0.75 -2.07
H 5.41 0.55 -3.47
H 5.73 -1.17 -3.78
H 7.46 0.28 -2.20
H 7.05 -1.40 -1.79
H 7.67 0.05 0.34
H 6.56 -1.28 0.75
H 6.23 0.38 1.30
H 4.34 1.46 1.02
H 4.25 -0.07 1.91
H 1.83 1.37 0.86
H 2.48 1.73 2.43
H 0.49 -2.50 2.17
H -1.01 -1.81 2.84
H -0.26 -3.23 3.59
H 0.15 -2.01 5.89
H -0.77 -0.67 5.17
H 2.04 -0.63 6.33
H 0.81 0.65 6.37
H 3.52 0.87 5.60
H 3.04 2.15 4.49
H 3.80 0.67 3.88
O 2.15 2.45 -3.59
S 0.78 2.57 -3.16
O -0.22 1.98 -4.00
N 0.59 2.10 -1.62
C 0.29 3.12 -0.81
O 0.06 3.00 0.41
C 0.20 4.44 -1.52
C -0.10 5.69 -0.99
C -0.15 6.77 -1.86
C 0.09 6.60 -3.22
C 0.38 5.35 -3.75
C 0.43 4.29 -2.87
H -0.29 5.79 0.07
H -0.39 7.75 -1.48
H 0.03 7.46 -3.88
H 0.56 5.21 -4.81
*
```



Entry 2:
This record from the Open Molecules 2025 dataset describes a structure of composition C24H29N6O4Pd. The level of theory is ωB97M-V/def2-TZVPD.

Output
- E (a.u.) = -1689.0648
- frontier orbital gap (eV) = 8.9
- energy above the lowest of the compared OMol25 structures with the same formula, charge and spin (kcal/mol) = 0.0
- HOMO level (eV) = -11.72

```
! RIJCOSX wB97M-V def2-TZVPD def2/J DEFGRID3
* xyz 1 1
Pd 0.59 -0.07 1.42
C -0.05 -2.39 3.09
N -0.58 -1.02 2.84
C -1.98 -1.13 2.39
C -0.50 -0.20 4.07
C 0.90 0.35 4.22
N 1.28 1.11 2.99
C 2.75 1.27 2.97
C 0.65 2.45 2.99
H -0.64 -2.87 3.87
H 0.99 -2.34 3.39
H -0.11 -2.96 2.17
H -2.59 -1.62 3.15
H -2.01 -1.71 1.47
H -2.38 -0.14 2.19
H -0.77 -0.79 4.95
H -1.22 0.61 3.98
H 1.62 -0.47 4.32
H 0.99 0.99 5.10
H 3.08 1.79 3.87
H 3.03 1.85 2.09
H 3.22 0.30 2.92
H 0.93 3.00 3.89
H -0.43 2.36 2.94
H 1.00 3.00 2.12
C 3.36 0.92 -1.66
C 2.76 0.36 -0.56
N 1.65 0.90 -0.03
C 1.12 1.99 -0.58
C 1.63 2.59 -1.72
C 2.80 2.04 -2.25
C 1.00 3.77 -2.33
C -0.30 4.01 -2.53
C -1.47 3.17 -2.25
C -2.74 3.74 -2.22
C -3.80 2.91 -1.91
N -3.65 1.61 -1.67
C -2.40 1.15 -1.76
N -1.31 1.85 -2.03
H 4.26 0.47 -2.06
H 3.11 -0.55 -0.10
H 0.24 2.39 -0.10
H 3.25 2.49 -3.12
H 1.70 4.53 -2.67
H -0.55 4.97 -2.97
H -2.89 4.79 -2.42
H -4.82 3.30 -1.86
H -2.26 0.09 -1.59
O 1.65 -2.44 0.23
C 0.59 -2.20 -0.34
O -0.20 -1.21 -0.02
C 0.12 -3.02 -1.50
C 0.88 -4.11 -1.91
C 0.47 -4.89 -2.98
C -0.70 -4.58 -3.66
C -1.43 -3.49 -3.23
C -1.05 -2.71 -2.16
N -2.68 -3.13 -3.95
O -3.29 -2.16 -3.56
O -2.99 -3.82 -4.90
H 1.79 -4.34 -1.37
H 1.07 -5.74 -3.30
H -1.04 -5.16 -4.51
H -1.66 -1.87 -1.86
*
```



Entry 3:
This record from the Open Molecules 2025 dataset describes an isolated molecule of C4H6O2. The level of theory is ωB97M-V/def2-TZVPD.

Output
- E (a.u.) = -306.4570
- frontier orbital gap (eV) = 11.5
- energy above the lowest of the compared OMol25 structures with the same formula, charge and spin (kcal/mol) = 30.9
- HOMO level (eV) = -10.49

```
! RIJCOSX wB97M-V def2-TZVPD def2/J DEFGRID3
* xyz 0 1
O -1.46 -1.05 1.54
C -1.55 -1.30 0.36
O -0.98 -0.64 -0.66
C -0.24 0.54 -0.38
C 1.19 0.54 -0.83
C 0.85 0.53 0.64
H -2.12 -2.14 -0.05
H -0.84 1.43 -0.52
H 1.56 -0.39 -1.25
H 1.60 1.44 -1.27
H 1.00 -0.39 1.19
H 0.99 1.44 1.22
*
```



Entry 4:
This record from the Open Molecules 2025 dataset describes a structure of composition C15H15FeNO6. The level of theory is ωB97M-V/def2-TZVPD.

Output
- E (a.u.) = -2350.2469
- frontier orbital gap (spin up / spin down) (eV) = 6.4 / 5.4
- energy above the lowest of the compared OMol25 structures with the same formula, charge and spin (kcal/mol) = 3.1
- <S²> = 6.12
- HOMO level (spin up / spin down) (eV) = -5.95 / -8.13

```
! RIJCOSX wB97M-V def2-TZVPD def2/J DEFGRID3
* xyz 0 5
C -4.56 2.82 2.18
C -3.27 3.03 1.42
O -2.18 2.53 2.23
C -0.97 2.55 1.58
C 0.11 2.06 2.39
C 1.38 2.42 2.04
N 2.53 2.64 1.87
O -0.87 2.96 0.42
H -5.40 3.05 1.52
H -4.67 1.78 2.52
H -4.62 3.49 3.04
H -3.29 2.49 0.47
H -3.11 4.10 1.23
H -0.13 1.74 3.40
C -1.22 -1.73 -3.50
O -0.26 -2.34 -2.61
C 0.30 -1.63 -1.56
C 1.42 -0.77 -1.77
C 1.50 0.35 -0.79
C 1.59 -0.30 0.54
C 0.75 -1.37 0.80
C -0.01 -1.95 -0.23
Fe 2.25 -2.13 -0.55
C 3.86 -1.52 -0.83
O 5.00 -1.50 -1.09
C 2.38 -3.44 -1.72
O 2.67 -4.34 -2.40
C 2.87 -3.19 0.73
O 3.44 -4.01 1.32
H -1.37 -2.49 -4.28
H -2.15 -1.54 -2.95
H -0.81 -0.80 -3.92
H 1.79 -0.64 -2.79
H 2.32 1.07 -1.00
H 0.57 0.96 -0.81
H 2.27 0.11 1.30
H 0.62 -1.74 1.83
H -0.75 -2.73 -0.03
*
```



Entry 5:
This record from the Open Molecules 2025 dataset describes a structure of composition C12H16ClNO4Si. The level of theory is ωB97M-V/def2-TZVPD.

Output
- E (a.u.) = -1572.3579
- frontier orbital gap (eV) = 9.1
- energy above the lowest of the compared OMol25 structures with the same formula, charge and spin (kcal/mol) = 29.6
- HOMO level (eV) = -8.35

```
! RIJCOSX wB97M-V def2-TZVPD def2/J DEFGRID3
* xyz 0 1
Cl 5.11 -4.26 -0.37
O 1.78 0.49 0.83
O -0.06 -0.14 -0.96
O -0.22 2.17 0.21
O -0.96 0.09 1.64
C 3.37 -2.27 -0.98
C 3.75 -2.58 1.31
C 2.74 -1.09 -0.68
C 2.84 -1.55 1.64
C 3.97 -2.98 0.00
C 2.40 -0.72 0.60
N -2.65 1.09 -0.24
C -1.28 -0.66 -1.43
C -0.64 2.50 -1.08
C -1.75 1.21 2.02
C -2.49 -0.35 -0.63
C -2.12 2.16 -1.20
C -2.95 1.24 1.13
Si 0.16 0.62 0.50
H 3.69 -2.50 -2.05
H 4.35 -3.10 2.04
H 2.42 -0.40 -1.48
H 2.75 -1.18 2.60
H -1.39 -0.45 -2.52
H -1.08 -1.76 -1.56
H -0.17 1.90 -1.76
H -0.35 3.56 -1.29
H -1.97 1.11 3.09
H -1.10 2.14 1.92
H -2.46 -0.96 0.28
H -3.37 -0.59 -1.29
H -2.36 1.73 -2.16
H -2.76 2.97 -0.96
H -3.63 0.41 1.48
H -3.58 2.15 1.33
*
```



Entry 6:
This record from the Open Molecules 2025 dataset describes a cluster of 10 separate species, C38H94FNO25PS in total. The level of theory is ωB97M-V/def2-TZVPD.

Output
- E (a.u.) = -4279.1430
- frontier orbital gap (eV) = 7.5
- energy above the lowest of the compared OMol25 structures with the same formula, charge and spin (kcal/mol) = 0.0
- HOMO level (eV) = -5.96

```
! RIJCOSX wB97M-V def2-TZVPD def2/J DEFGRID3
* xyz -1 1
O -5.68 -6.14 0.75
C -5.89 -5.56 1.82
O -5.73 -6.07 3.00
N -6.43 -4.13 1.77
C -7.80 -4.24 2.34
P -8.85 -2.71 2.18
O -8.33 -1.53 2.92
O -9.21 -2.31 0.56
O -10.35 -3.06 2.88
S -5.40 -3.13 2.68
O -4.03 -3.63 2.65
O -5.86 -2.87 4.03
F -5.37 -1.68 1.90
H -8.31 -5.10 1.81
H -7.77 -4.54 3.44
H -8.45 -2.51 -0.01
H -10.13 -3.72 3.57
C -5.38 -9.13 -0.65
O -6.62 -9.82 -0.81
C -6.47 -11.09 -1.43
C -6.49 -12.21 -0.41
O -5.36 -12.15 0.46
C -5.67 -11.56 1.72
H -5.52 -8.32 0.06
H -4.59 -9.79 -0.28
H -5.07 -8.71 -1.62
H -5.56 -11.12 -2.03
H -7.32 -11.22 -2.11
H -6.44 -13.17 -0.93
H -7.42 -12.20 0.17
H -6.20 -12.29 2.34
H -6.27 -10.66 1.61
H -4.73 -11.30 2.20
C -14.99 -0.74 -0.54
O -13.59 -0.69 -0.79
C -12.82 -1.11 0.34
C -12.35 -2.55 0.18
O -13.45 -3.46 0.19
C -13.81 -3.88 -1.11
H -15.50 -0.68 -1.50
H -15.28 -1.67 -0.04
H -15.28 0.11 0.08
H -13.39 -0.99 1.27
H -11.95 -0.46 0.39
H -11.72 -2.80 1.03
H -11.75 -2.67 -0.72
H -13.10 -4.63 -1.47
H -13.85 -3.05 -1.82
H -14.80 -4.34 -1.06
C -0.43 -5.12 -2.52
O -1.33 -6.20 -2.72
C -2.32 -6.28 -1.69
C -3.64 -5.68 -2.13
O -3.52 -4.27 -2.33
C -3.39 -3.93 -3.70
H 0.10 -4.94 -3.45
H -0.95 -4.20 -2.23
H 0.30 -5.39 -1.74
H -1.96 -5.82 -0.77
H -2.47 -7.35 -1.49
H -4.38 -5.82 -1.33
H -4.02 -6.17 -3.03
H -4.37 -3.99 -4.19
H -2.68 -4.57 -4.22
H -3.04 -2.90 -3.76
C 2.90 -4.13 -2.20
O 2.06 -3.12 -2.75
C 2.46 -1.81 -2.37
C 3.25 -1.12 -3.47
O 4.50 -1.78 -3.70
C 4.46 -2.64 -4.84
H 2.71 -5.06 -2.74
H 3.96 -3.87 -2.29
H 2.65 -4.27 -1.14
H 3.04 -1.83 -1.43
H 1.55 -1.23 -2.18
H 3.49 -0.10 -3.15
H 2.67 -1.06 -4.39
H 4.52 -2.04 -5.75
H 3.55 -3.25 -4.86
H 5.32 -3.30 -4.79
C 1.70 2.47 -4.41
O 2.24 2.24 -3.12
C 3.39 3.04 -2.86
C 3.06 4.26 -2.02
O 2.21 5.16 -2.72
C 0.85 5.03 -2.33
H 0.69 2.06 -4.44
H 1.65 3.54 -4.65
H 2.31 1.96 -5.16
H 3.88 3.33 -3.80
H 4.10 2.41 -2.31
H 3.98 4.79 -1.80
H 2.61 3.96 -1.06
H 0.69 5.53 -1.37
H 0.53 3.99 -2.27
H 0.23 5.54 -3.08
C 8.75 3.22 1.49
O 8.12 4.46 1.79
C 7.55 5.08 0.64
C 6.05 4.84 0.56
O 5.75 3.46 0.36
C 5.37 2.81 1.56
H 8.91 2.68 2.42
H 8.14 2.60 0.83
H 9.72 3.41 1.02
H 8.04 4.73 -0.27
H 7.73 6.15 0.73
H 5.65 5.38 -0.30
H 5.54 5.22 1.46
H 4.33 3.07 1.82
H 6.03 3.06 2.40
H 5.42 1.73 1.40
C -1.00 3.91 0.46
O -0.83 5.32 0.59
C -2.06 6.02 0.61
C -2.46 6.40 2.03
O -2.75 5.25 2.81
C -1.67 4.89 3.66
H -0.06 3.42 0.73
H -1.79 3.54 1.13
H -1.25 3.66 -0.57
H -2.85 5.44 0.12
H -1.92 6.94 0.03
H -3.38 6.99 1.98
H -1.69 7.01 2.50
H -1.64 5.56 4.53
H -0.71 4.92 3.14
H -1.84 3.87 4.01
C 15.31 1.45 1.02
O 15.29 2.81 1.44
C 14.61 3.66 0.53
C 13.20 3.96 1.00
O 12.38 2.79 1.01
C 12.25 2.23 2.30
H 15.59 0.83 1.87
H 14.33 1.12 0.66
H 16.05 1.32 0.23
H 14.60 3.22 -0.48
H 15.17 4.59 0.48
H 12.74 4.67 0.30
H 13.21 4.43 1.99
H 11.53 2.82 2.89
H 13.20 2.19 2.84
H 11.86 1.22 2.20
C 4.60 8.41 1.04
O 5.35 7.86 2.11
C 6.48 8.65 2.46
C 6.20 9.51 3.69
O 5.20 10.49 3.42
C 3.92 10.11 3.91
H 3.63 7.92 1.01
H 4.45 9.49 1.16
H 5.12 8.22 0.09
H 6.79 9.27 1.61
H 7.29 7.96 2.70
H 7.11 10.05 3.95
H 5.92 8.89 4.54
H 3.88 10.26 5.00
H 3.68 9.07 3.68
H 3.17 10.75 3.44
*
```